#w
This record from the Open Molecules 2025 dataset describes an isolated molecule of C5H3NO. The level of theory is ωB97M-V/def2-TZVPD.

Structure (ORCA input):
```
! RIJCOSX wB97M-V def2-TZVPD def2/J DEFGRID3
* xyz 0 1
O 1.2895 -2.5598 0.0618
N 3.3049 1.0078 -0.3963
C -0.4459 -0.8389 -0.5864
C 0.7432 -1.5104 0.0077
C 2.4343 0.4945 0.1469
C -0.0465 0.4109 -0.2983
C 1.1256 0.0164 0.5356
H -1.2529 -1.3573 -1.0870
H 1.0478 0.0977 1.5520
H -0.5820 1.3955 -0.5587
*
```

For the gap between HOMO and LUMO, the calculation gives 9.93 eV.


#x
This record from the Open Molecules 2025 dataset describes an isolated molecule of C5H3NO. The level of theory is ωB97M-V/def2-TZVPD.

Structure (ORCA input):
```
! RIJCOSX wB97M-V def2-TZVPD def2/J DEFGRID3
* xyz 0 1
O 0.6593 1.0087 -2.1530
N 2.2755 -1.6070 -0.8538
C 1.5142 -0.7378 -0.9016
C -0.8251 -0.1854 0.9158
C -0.3505 0.8422 -0.0104
C 0.6040 0.4114 -1.1081
C -1.2403 -0.9915 1.7078
H -1.1673 1.3196 -0.5593
H -1.6164 -1.7048 2.4103
H 0.1465 1.6447 0.5522
*
```

For the gap between HOMO and LUMO, the calculation gives 10.19 eV.


#y
This record from the Open Molecules 2025 dataset describes an isolated molecule of C5H3NO. The level of theory is ωB97M-V/def2-TZVPD.

Structure (ORCA input):
```
! RIJCOSX wB97M-V def2-TZVPD def2/J DEFGRID3
* xyz 0 1
O 0.6111 -1.7884 -1.3700
N 1.0689 -0.5672 -1.1651
C 0.1137 1.4529 -0.1188
C 0.3686 -0.0093 -0.3044
C 0.1037 2.6374 0.0974
C -0.4313 -0.6043 0.4897
C -1.1832 -1.1483 1.2574
H -0.0100 3.7489 0.7623
H -1.7784 -1.3083 2.2772
H 1.1367 -2.4134 -1.9256
*
```

For the gap between HOMO and LUMO, the calculation gives 9.17 eV.


#z
This record from the Open Molecules 2025 dataset describes an isolated molecule of C5H3NO. The level of theory is ωB97M-V/def2-TZVPD.

Structure (ORCA input):
```
! RIJCOSX wB97M-V def2-TZVPD def2/J DEFGRID3
* xyz 0 1
O 1.5122 -1.5858 -0.8643
N -1.8539 0.5556 2.9248
C 0.1440 0.7804 1.3000
C -0.2021 0.0266 -1.1757
C 0.6524 -1.1291 -1.5789
C -0.9206 0.5939 2.2412
C -0.0614 0.4594 0.0485
H -0.8362 0.5291 -1.9027
H 0.5024 -1.4969 -2.6096
H 1.0632 1.2669 1.6167
*
```

For the gap between HOMO and LUMO, the calculation gives 9.87 eV.


Stability check: which of them is least stable? #y.


#w
This record from the Open Molecules 2025 dataset describes an isolated molecule of C22H21N3O3S. The level of theory is ωB97M-V/def2-TZVPD.

Structure (ORCA input):
```
! RIJCOSX wB97M-V def2-TZVPD def2/J DEFGRID3
* xyz 0 1
S 1.4025 -1.2345 -3.2758
O -0.4262 1.2056 1.7724
O 4.2727 -0.2889 -2.1072
O 4.1438 -1.8390 -0.4760
N -1.6940 -0.9512 -0.8540
N 0.1190 0.3059 -1.3108
N -1.0009 -1.6049 -1.7953
C -2.5535 -1.8082 2.2336
C -0.5805 0.8985 3.1050
C 1.1477 1.3965 -1.3725
C -0.4003 -3.4781 1.5886
C 3.8523 -1.3177 -1.6341
C -1.3625 0.4314 5.8526
C -1.4084 0.9577 0.7408
C -2.7775 -2.9566 1.5542
C 0.0294 -0.8429 -2.1822
C -1.0556 -0.3388 3.5452
C -0.8402 1.6853 5.3227
C -0.1396 -2.3501 2.2739
C -1.3498 -0.5493 4.8642
C -1.7142 -3.7682 1.1129
C -0.5688 2.9085 -2.4282
C 3.2484 -2.8707 -0.1262
C 2.7771 -2.1882 -2.4224
C -0.3276 1.8510 4.0763
C 2.3205 -3.1822 -1.3829
C -0.9693 0.0990 -0.4141
C 0.6725 2.5169 -2.3139
C -1.2687 -1.4750 2.5585
H -1.5056 -1.5914 5.0109
H 2.3877 -4.0909 -1.9149
H -1.3497 2.3892 -1.8293
H 1.2898 -2.9626 -1.1594
H 2.1119 1.0043 -1.6515
H 0.2451 2.7226 3.8247
H -1.8889 -4.5767 0.4082
H -3.3766 -1.1849 2.6536
H -0.8853 3.7996 -2.9216
H 3.2889 -2.6785 -3.2007
H -1.7619 1.8378 0.3374
H -2.3395 0.6022 1.1494
H 1.1336 1.6728 -0.3535
H 2.6790 -2.5908 0.7720
H 1.3851 3.1860 -2.8100
H 0.4017 -4.2757 1.4413
H -0.5985 2.4101 6.0407
H -3.8044 -3.1616 1.1419
H -1.7509 0.2689 6.8581
H 0.8976 -2.0223 2.5557
H 4.0009 -3.6958 -0.0434
*
```

For the gap between HOMO and LUMO, the calculation gives 9.20 eV.


#x
This record from the Open Molecules 2025 dataset describes an isolated molecule of C22H21N3O3S. The level of theory is ωB97M-V/def2-TZVPD.

Structure (ORCA input):
```
! RIJCOSX wB97M-V def2-TZVPD def2/J DEFGRID3
* xyz 0 1
S 4.2686 -1.8397 -2.6553
O -5.0037 1.3969 0.9155
O 3.5224 -1.5152 2.2269
O 6.9527 -1.1659 1.2989
N -2.8468 1.1846 0.2525
N 3.2113 -0.7406 -0.5975
N 5.5248 -1.3056 -0.3253
C -1.5766 -0.5563 -1.1420
C 2.1665 -0.8954 -1.5163
C -0.9165 2.2773 1.0973
C -0.3526 -1.0535 -1.5549
C -0.5593 1.1365 0.1960
C -1.7278 0.5488 -0.2952
C 4.7356 -0.8410 2.1037
C -2.9242 3.6815 0.3249
C -4.1825 0.7532 0.2537
C -4.7921 -0.3339 -0.6245
C 4.7873 0.1391 3.0440
C 2.5667 -1.4528 -2.7166
C -2.4460 2.3651 0.9954
C 1.7877 -1.5743 -3.9828
C 0.6918 0.6358 -0.1491
C 3.5968 0.0754 3.8447
C 0.8329 -0.4350 -1.0537
C 5.7428 -1.0929 1.0423
C 4.3333 -1.2590 -1.0090
C -6.1321 -0.9211 -0.2845
C 2.8356 -0.9052 3.2778
C -4.8855 -1.7818 -0.0928
H 1.8541 -1.2264 3.5903
H 6.3544 -1.3830 -0.8929
H 1.0081 -0.8667 -4.0806
H -0.5591 2.1334 2.0887
H -2.8415 2.3623 1.9972
H -2.6862 3.6722 -0.7609
H 5.5931 0.8402 3.1802
H -4.7300 -2.6188 -0.7887
H -4.4498 -1.9624 0.9170
H -0.2817 -1.8901 -2.2008
H -2.4549 -1.0656 -1.5358
H -4.0084 3.8772 0.3705
H -4.5853 -0.1901 -1.6841
H 3.2955 0.7526 4.6458
H -6.7398 -1.1965 -1.1604
H 1.6142 1.0848 0.1853
H -2.4358 4.5476 0.7668
H -6.6416 -0.5523 0.6086
H 2.4814 -1.4124 -4.8123
H 1.4115 -2.5983 -4.0456
H -0.4088 3.1674 0.7377
*
```

For the gap between HOMO and LUMO, the calculation gives 8.16 eV.


Stability check: which of them is least stable? #w.


#w
This record from the Open Molecules 2025 dataset describes an isolated molecule of C17H19N3OS. The level of theory is ωB97M-V/def2-TZVPD.

Structure (ORCA input):
```
! RIJCOSX wB97M-V def2-TZVPD def2/J DEFGRID3
* xyz 0 1
S -1.9768 2.6016 -0.6630
O -4.8682 1.6410 1.1166
N -1.3317 0.2012 -1.5701
N 0.3159 1.4106 -0.3823
N 2.3888 0.5622 0.0273
C 4.2943 1.7203 0.7254
C -3.5857 1.7603 -0.8983
C 2.7716 1.7935 0.6897
C -1.2247 -0.7637 2.1230
C 0.8009 -0.7713 -1.2204
C -3.9759 1.1871 0.4473
C -1.3914 -2.0168 1.5596
C -3.2739 -1.2087 0.3124
C 1.1818 0.3957 -0.5266
C -0.8805 1.2434 -0.9011
C -2.0866 0.2671 1.7928
C 3.4689 -0.3989 -0.0190
C -0.4773 -0.8142 -1.7333
C -3.1045 0.0512 0.8723
C -0.9788 -1.9830 -2.5194
C -2.4254 -2.2417 0.6664
C 4.5495 0.2205 0.8678
H 4.7190 2.2988 1.5423
H -0.4198 -0.5845 2.8206
H -1.9588 1.2478 2.2265
H 2.3801 2.6490 0.1381
H -0.5874 -2.9133 -2.1159
H 4.4013 -0.0842 1.9043
H 5.5511 -0.0708 0.5591
H -4.2980 2.5130 -1.2302
H 3.8270 -0.5207 -1.0498
H 2.3483 1.8191 1.7006
H 1.4789 -1.5971 -1.3512
H 4.7102 2.0834 -0.2150
H -2.5632 -3.2218 0.2339
H -0.7166 -2.8202 1.8176
H -3.4146 0.9866 -1.6457
H -4.0727 -1.3766 -0.3952
H -2.0644 -1.9983 -2.5022
H 3.1416 -1.3754 0.3505
H -0.6523 -1.8921 -3.5551
*
```

For the gap between HOMO and LUMO, the calculation gives 8.83 eV.


#x
This record from the Open Molecules 2025 dataset describes an isolated molecule of C17H19N3OS. The level of theory is ωB97M-V/def2-TZVPD.

Structure (ORCA input):
```
! RIJCOSX wB97M-V def2-TZVPD def2/J DEFGRID3
* xyz 0 1
S -0.7467 1.0450 -1.4744
O 3.6197 -0.9597 0.6723
N -1.3360 1.5134 1.0453
N 0.0871 -2.6083 -4.1423
N -2.9863 2.2468 -0.5248
C -0.0889 0.8754 1.0544
C 0.1346 0.9963 3.5774
C 0.6917 0.6647 2.1972
C 1.9952 0.0742 2.0424
C 0.4894 -3.8002 -3.6729
C 1.6849 -0.0511 -0.3988
C 2.4246 -0.3308 0.7668
C 1.4878 -1.6110 -2.4143
C -1.8079 1.6071 -0.1796
C 0.4057 0.5086 -0.2368
C 1.2661 -3.9400 -2.5469
C -3.9802 2.7273 0.4277
C -5.3742 2.5281 -0.2151
C 0.5910 -1.5156 -3.4927
C 1.7950 -2.8447 -1.9034
C 2.8564 -0.2816 3.2811
C 2.1425 -0.3649 -1.7899
H 0.6739 1.8103 4.0757
H 0.1613 0.1755 4.2780
H 3.9205 -0.2927 2.9774
H 3.9641 -1.0978 1.5586
H -3.2087 2.2506 -1.5038
H -3.8372 3.7915 0.5992
H -5.4133 2.9689 -1.2041
H 2.5266 -2.9730 -1.1124
H 1.5495 -4.9058 -2.1700
H 3.2436 -0.4686 -1.8492
H -0.9400 1.2328 3.4797
H 0.3050 -0.5389 -3.8790
H -6.1454 2.9519 0.4418
H 0.1381 -4.7015 -4.1791
H -5.6167 1.4698 -0.3083
H 2.7210 0.4500 4.0699
H -3.9081 2.1312 1.3577
H 1.9248 0.5555 -2.3313
H 2.5898 -1.2886 3.6267
*
```

For the gap between HOMO and LUMO, the calculation gives 8.11 eV.


Stability check: which of them is least stable? #x.


#w
This record from the Open Molecules 2025 dataset describes a structure of composition C19H18NO2W. The level of theory is ωB97M-V/def2-TZVPD.

Structure (ORCA input):
```
! RIJCOSX wB97M-V def2-TZVPD def2/J DEFGRID3
* xyz 1 3
W -0.5047 -0.6151 0.9271
O -1.4356 -2.9915 4.3071
O 1.9214 2.0601 -1.4774
N -0.7496 -2.0037 2.2481
C 0.9364 3.2730 -6.6239
C -2.7053 -0.2513 1.3009
C -1.9020 0.6752 2.0390
C 0.1612 3.1758 -5.4691
C 1.9816 -1.2780 1.6139
C 2.2916 2.8706 -6.6064
C -1.4323 0.9440 -0.2335
C 0.8476 -2.3677 -0.1077
C 2.0962 2.3340 -4.2668
C -2.3737 -0.1361 -0.0933
C 2.8494 2.3482 -5.4259
C 0.7654 2.8667 -4.1875
C -1.0965 -2.5348 3.2674
C 1.4417 -2.5378 1.1960
C 0.2240 3.1030 -2.9369
C 1.1052 3.1504 -1.7241
C 1.8723 -0.3735 0.4991
C 1.1867 -1.0439 -0.5647
C -1.1305 1.4443 1.0932
H 1.4082 -3.4316 1.7854
H 2.3571 0.5923 0.4013
H -0.9116 3.3810 -5.5228
H 1.0573 -0.6163 -1.5525
H 0.5315 3.3340 -0.7885
H -3.4156 -0.9349 1.7548
H -2.8946 -0.6248 -0.9023
H -0.5165 2.3105 1.3164
H -0.8096 3.3845 -2.8236
H 2.9104 2.9660 -7.5039
H 1.8216 3.9972 -1.9446
H 0.5112 3.6611 -7.5625
H -1.0825 1.3852 -1.1537
H 2.5233 1.9492 -3.3441
H 0.2125 -3.0450 -0.6629
H -1.9680 0.8598 3.1077
H 3.8759 1.9579 -5.4194
H 2.3792 -1.0299 2.6041
*
```

For the gap between HOMO and LUMO (spin up / spin down), the calculation gives 5.66 / 5.58 eV.


#x
This record from the Open Molecules 2025 dataset describes a structure of composition C19H18NO2W. The level of theory is ωB97M-V/def2-TZVPD.

Structure (ORCA input):
```
! RIJCOSX wB97M-V def2-TZVPD def2/J DEFGRID3
* xyz 1 3
W 0.0483 -0.2520 2.1743
O -0.9702 0.4073 -0.7958
O -0.0641 -0.1111 6.4789
N 0.4345 0.3701 4.1650
C 0.1138 1.7394 -4.7769
C -0.1917 -1.0885 -2.3840
C 0.2119 -0.3456 -3.4868
C 1.0271 -0.2777 -5.7935
C -0.1167 1.0487 -3.6018
C -1.1275 1.9484 1.6221
C -1.3671 -0.6519 -1.5878
C 0.2043 0.0761 5.3452
C 0.2037 -2.0233 1.0155
C -1.1494 1.8688 3.0214
C -0.6477 -2.0119 3.1852
C 0.2448 1.8895 3.5500
C 1.0930 1.9172 2.3141
C 0.2590 1.9985 1.1870
C -1.0125 -2.0680 1.8026
C 0.7948 -1.9867 3.2560
C 1.3123 -1.9899 1.9283
C 0.8829 -0.9623 -4.5958
C 0.6545 1.0738 -5.8865
H 1.1964 -2.0057 -4.4838
H 0.7748 1.6103 -6.8232
H -1.6964 -1.4355 -0.8899
H -1.3349 -2.0348 4.0271
H 2.1772 1.9548 2.3223
H -2.0245 1.8917 3.6631
H 0.2698 -2.2189 -0.0454
H -0.5627 1.5319 -2.7278
H 1.3909 -2.0277 4.1579
H 2.3632 -2.0628 1.6582
H 0.5848 2.0962 0.1509
H 1.4253 -0.7992 -6.6667
H -0.1452 2.7992 -4.8260
H -1.9820 2.0833 0.9685
H -2.1448 -0.4020 -2.3567
H -2.0224 -2.1587 1.4104
H 0.5080 2.5567 4.3755
H 0.3844 -1.9479 -2.0512
*
```

For the gap between HOMO and LUMO (spin up / spin down), the calculation gives 5.31 / 5.80 eV.


Stability check: which of them is least stable? #x.